# 1
{"formula": "C49H91O28P3", "method": "ωB97M-V with the def2-TZVPD basis set", "symbols": ["C", "O", "P", "O", "O", "C", "O", "C", "H", "H", "H", "H", "H", "H", "H", "H", "H", "C", "O", "P", "O", "O", "C", "O", "C", "H", "H", "H", "H", "H", "H", "H", "H", "H", "C", "O", "P", "O", "O", "C", "O", "C", "H", "H", "H", "H", "H", "H", "H", "H", "H", "O", "C", "C", "C", "C", "O", "C", "C", "H", "H", "H", "H", "H", "H", "O", "C", "C", "C", "C", "O", "C", "C", "H", "H", "H", "H", "H", "H", "O", "C", "C", "C", "C", "O", "C", "C", "H", "H", "H", "H", "H", "H", "O", "C", "C", "C", "C", "O", "C", "C", "H", "H", "H", "H", "H", "H", "C", "O", "C", "C", "O", "C", "H", "H", "H", "H", "H", "H", "H", "H", "H", "H", "C", "O", "C", "C", "O", "C", "H", "H", "H", "H", "H", "H", "H", "H", "H", "H", "C", "O", "C", "C", "O", "C", "H", "H", "H", "H", "H", "H", "H", "H", "H", "H", "C", "O", "C", "C", "O", "C", "H", "H", "H", "H", "H", "H", "H", "H", "H", "H"], "coordinates": [[5.7039, -3.8311, 1.4206], [4.6106, -4.7343, 1.4228], [4.6231, -6.1479, 0.6894], [5.5739, -6.2186, -0.4100], [4.8242, -7.1549, 1.9359], [6.0774, -7.2868, 2.5787], [3.0157, -6.3558, 0.3563], [2.0586, -6.3507, 1.3902], [5.4121, -2.8391, 1.0759], [6.4978, -4.1316, 0.7369], [6.0765, -3.6782, 2.4335], [6.3339, -8.3442, 2.6444], [5.9520, -6.9204, 3.5976], [6.8988, -6.7417, 2.1137], [1.7768, -7.3289, 1.7797], [1.1158, -5.8984, 1.0826], [2.3959, -5.7145, 2.2085], [-1.4436, 0.0660, -1.0356], [-0.8478, 0.0051, 0.2243], [-0.1286, -1.3935, 0.7003], [-0.9356, -2.3642, 1.4660], [1.2260, -0.8857, 1.4792], [1.2270, 0.0155, 2.5494], [0.5693, -1.9703, -0.6972], [1.5167, -1.3796, -1.4527], [-0.7936, 0.6586, -1.6793], [-2.4315, 0.4932, -1.2075], [-1.6792, -0.9488, -1.3563], [0.2404, 0.2574, 2.9445], [1.8570, 0.8858, 2.3659], [1.8385, -0.5116, 3.2818], [1.2704, -1.2228, -2.5029], [2.3973, -2.0179, -1.3799], [1.9073, -0.4424, -1.0564], [-0.1112, 5.5466, 4.2798], [0.6969, 6.1800, 5.2574], [2.2764, 6.1347, 5.0550], [2.8259, 6.3140, 3.6879], [2.7279, 4.6730, 5.7055], [2.4333, 4.4630, 7.0365], [2.7707, 7.2250, 6.1522], [3.9665, 7.9977, 6.0455], [-0.9031, 4.9840, 4.7742], [0.4066, 4.7858, 3.6957], [-0.5462, 6.3359, 3.6667], [2.1577, 3.4306, 7.2519], [1.7941, 5.2332, 7.4682], [3.3449, 4.5907, 7.6202], [4.6833, 7.6633, 5.2956], [4.5201, 7.9493, 6.9832], [3.8487, 9.0322, 5.7231], [-6.6252, -7.5382, 8.1859], [-6.3819, -6.5565, 7.2325], [-7.4355, -5.8422, 6.6363], [-7.1574, -4.9578, 5.6449], [-5.8748, -4.8141, 5.1644], [-5.5881, -4.0832, 4.0301], [-4.8086, -5.4789, 5.7634], [-5.0553, -6.2735, 6.9111], [-5.8071, -8.0367, 8.2470], [-8.4631, -5.9465, 6.9516], [-7.9662, -4.4263, 5.1657], [-4.6928, -4.1826, 3.6981], [-3.8144, -5.4101, 5.3471], [-4.2590, -6.8628, 7.3413], [-1.5916, -4.6546, -6.9552], [-0.7573, -5.7332, -6.8032], [0.1088, -5.7536, -5.7414], [0.9851, -6.8883, -5.4518], [0.9415, -7.8962, -6.4605], [1.9212, -8.8686, -6.4299], [0.0643, -7.8349, -7.5471], [-0.7006, -6.6931, -7.8090], [-1.6293, -4.3413, -7.8618], [-0.0402, -5.0420, -4.9428], [1.6418, -7.0164, -4.6040], [2.1911, -9.1006, -5.5383], [-0.0142, -8.5735, -8.3312], [-1.3103, -6.7691, -8.6972], [-2.8516, 6.1404, -4.0011], [-1.5773, 5.7381, -3.7942], [-1.1886, 5.4195, -2.5076], [0.1013, 5.0161, -2.3114], [0.9871, 4.9993, -3.3782], [2.2666, 4.6418, -3.1163], [0.5601, 5.2895, -4.6780], [-0.7170, 5.6963, -4.8891], [-2.8228, 6.6036, -4.8415], [-1.8399, 5.5612, -1.6578], [0.4593, 5.0077, -1.2925], [2.7699, 5.4199, -3.3672], [1.2063, 5.1900, -5.5377], [-0.9819, 5.8161, -5.9293], [9.0595, 0.5900, -0.2167], [8.5528, 1.6693, 0.3344], [7.1969, 2.0535, 0.1424], [6.6802, 3.2052, 0.7662], [7.5871, 3.9962, 1.4798], [7.0520, 5.0546, 2.2217], [8.9849, 3.7340, 1.5674], [9.4429, 2.5670, 0.9443], [10.0014, 0.7652, -0.2766], [6.6496, 1.3397, -0.4555], [5.6265, 3.4399, 0.7983], [6.1077, 5.2051, 2.1368], [9.6866, 4.2389, 2.2146], [10.4995, 2.3684, 1.0477], [-0.1592, 1.0953, -8.3588], [-1.1935, 0.7722, -9.2658], [-0.9853, 1.1728, -10.5827], [-1.0529, 2.7221, -10.8311], [-0.2574, 3.5291, -9.9955], [1.0526, 3.6791, -10.5234], [-0.2724, 0.4340, -7.4998], [-0.2423, 2.0457, -7.8316], [0.8505, 0.9749, -8.7513], [-1.7649, 0.6343, -11.1217], [-0.1010, 0.7207, -11.0318], [-2.0718, 3.0952, -10.7278], [-0.8144, 2.8804, -11.8829], [1.7400, 4.2823, -9.9303], [1.0221, 4.1989, -11.4810], [1.6520, 2.7716, -10.5947], [-7.0102, -0.5078, -4.8816], [-6.6224, 0.8339, -5.1043], [-5.9852, 0.9607, -6.3457], [-5.9307, 2.4251, -6.8515], [-7.1784, 2.8189, -7.4448], [-8.2819, 2.9865, -6.4952], [-7.6931, -0.6768, -5.7142], [-7.5443, -0.6755, -3.9463], [-6.1395, -1.1622, -4.8383], [-6.4424, 0.2821, -7.0658], [-4.9459, 0.6696, -6.1931], [-5.1024, 2.6663, -7.5177], [-5.7677, 3.1014, -6.0124], [-8.8955, 2.1026, -6.3208], [-9.0579, 3.5933, -6.9617], [-8.0428, 3.4466, -5.5364], [-6.4921, 2.9517, 1.7057], [-7.5425, 2.3650, 2.3852], [-8.1004, 1.1653, 1.7620], [-9.2468, 1.5707, 0.7618], [-10.5544, 1.6482, 1.5299], [-10.6252, 2.7842, 2.2976], [-6.4036, 3.9872, 2.0344], [-6.5194, 2.9671, 0.6161], [-5.5478, 2.4771, 1.9726], [-8.5309, 0.6528, 2.6222], [-7.3363, 0.5217, 1.3263], [-9.4444, 0.7921, 0.0250], [-9.0046, 2.4904, 0.2293], [-11.5511, 2.5717, 2.8321], [-10.7407, 3.6542, 1.6513], [-9.9150, 2.9704, 3.1032], [7.2016, -2.7624, 11.6679], [6.8833, -3.2705, 10.4292], [5.6825, -2.7143, 9.7351], [5.7796, -1.3148, 9.0188], [6.8500, -1.2387, 8.1430], [6.6954, -0.1303, 7.2263], [8.2260, -3.0875, 11.8496], [6.5655, -3.1636, 12.4568], [7.1781, -1.6800, 11.7948], [4.7902, -2.7155, 10.3611], [5.4887, -3.4649, 8.9689], [5.6292, -0.5157, 9.7448], [4.8456, -1.2325, 8.4630], [6.0779, -0.4523, 6.3878], [7.6433, 0.2705, 6.8672], [6.2467, 0.7303, 7.7225]], "forces_ev_per_a": [[0.53, 0.69, -0.25], [-0.27, 0.17, -0.05], [-2.01, 0.00, 1.25], [-0.19, -0.36, -0.23], [-0.60, 0.18, -1.45], [0.30, -0.10, 0.77], [2.60, -0.18, -0.32], [-0.75, 0.69, 1.23], [-0.52, -0.11, -0.08], [0.02, -0.34, 0.18], [0.06, -0.38, 0.03], [0.00, 0.04, -0.19], [0.10, 0.07, 0.04], [-0.15, 0.01, -0.27], [0.58, -0.26, -0.19], [0.21, 0.09, -0.67], [0.08, -0.17, 0.18], [-0.55, -0.61, -1.84], [0.56, -0.93, 2.03], [1.95, 0.50, -0.97], [0.58, 1.01, -1.15], [-1.88, -0.64, -2.33], [1.04, -0.24, 1.36], [-3.82, -0.77, 3.48], [3.09, 1.15, -0.68], [0.15, -0.54, -0.36], [-0.17, 0.72, 1.51], [0.72, -0.08, -0.68], [0.11, 0.07, -0.11], [-0.54, 0.33, -0.65], [-0.47, 0.04, 0.67], [-0.48, -0.21, 0.09], [0.16, -0.20, -0.49], [-0.43, 0.38, 0.13], [-0.82, -0.47, -0.34], [1.24, 0.26, 0.49], [1.78, -0.35, 0.11], [-0.76, -0.37, 1.44], [-0.55, 1.92, -2.51], [0.85, 0.10, 2.29], [-0.77, -0.62, -0.79], [1.32, 0.00, -0.53], [-0.07, 0.33, 0.28], [0.35, 0.38, -0.21], [0.06, -0.30, -0.21], [-0.64, 0.15, -0.38], [-0.65, -0.44, -0.13], [0.38, 0.03, 0.02], [-0.31, -0.79, -0.19], [-0.44, 0.09, 0.17], [-0.92, 0.05, 0.46], [-0.35, 0.62, -0.48], [0.23, 0.03, 0.71], [0.42, -0.90, 1.28], [-0.24, 0.85, -1.17], [2.42, -0.32, -0.77], [-1.40, 0.55, -0.06], [-0.81, -0.43, 1.43], [-0.63, 0.03, -1.99], [-0.03, -0.18, 0.23], [0.04, -0.33, 0.16], [-0.01, 0.12, -0.07], [0.09, -0.26, 0.44], [0.12, 0.15, 0.07], [0.14, 0.09, 0.21], [-0.34, 0.59, 0.70], [0.27, 0.68, -1.91], [1.10, -2.27, 2.51], [-2.54, 0.65, -3.30], [1.05, 0.80, 1.42], [-0.59, -0.62, -0.63], [0.24, 0.88, -0.58], [0.42, -1.71, 1.48], [0.08, -0.27, -0.09], [0.18, 0.45, -0.18], [-0.05, 0.44, 0.06], [-0.12, 0.24, 0.15], [0.59, -0.49, 0.31], [-0.27, 0.65, 0.08], [-0.76, 0.40, -0.05], [-0.39, 0.21, -0.47], [-0.44, 0.14, -0.43], [0.76, 0.88, 0.04], [-1.10, -0.41, -0.16], [1.21, 0.13, 0.01], [1.15, -0.38, 0.74], [-0.27, -0.57, 0.41], [-0.53, 0.07, -0.13], [-0.28, -0.03, -0.18], [0.30, -0.63, 0.00], [0.66, -0.18, 0.00], [0.38, -0.04, 0.15], [-0.69, 0.38, 0.08], [0.48, -2.09, -1.17], [-0.95, 3.75, 0.43], [1.14, -0.59, 0.66], [1.86, -1.03, -0.15], [-0.68, 0.88, 0.89], [1.46, 0.01, 0.09], [-1.63, -1.07, -0.49], [-1.09, 0.73, 0.80], [0.20, -0.54, -0.15], [-0.56, 0.20, 0.04], [-0.03, 0.02, -0.26], [-0.06, -0.47, -0.39], [-0.34, 0.61, -0.13], [0.15, -0.39, -0.15], [-0.13, -0.40, 1.38], [0.41, 0.31, 0.63], [-0.34, 0.64, -0.46], [-0.66, -0.97, -0.24], [1.07, -0.09, -0.07], [0.67, 0.36, -0.04], [0.09, -0.63, -0.24], [-0.16, 0.60, -0.81], [-0.03, 0.01, -0.31], [-0.42, 0.59, -0.30], [0.75, 0.22, 0.35], [-0.11, -0.25, 0.33], [0.25, 0.08, -0.25], [-0.77, 0.40, 0.71], [-0.11, -0.25, -0.32], [-0.53, -0.60, -0.35], [-0.22, 0.40, -0.40], [-0.36, 0.64, 1.02], [1.29, 0.86, -0.21], [-1.69, -0.19, 1.00], [-0.68, 0.19, 0.91], [-0.29, 0.01, -1.07], [-0.03, -1.12, 0.03], [-0.02, 0.67, 0.06], [0.04, -0.25, -0.45], [-0.06, 0.16, -0.36], [0.35, -0.37, -0.26], [-0.30, -0.59, -0.48], [0.14, -0.17, 0.51], [0.78, -0.74, 0.20], [0.51, 0.61, -0.40], [0.56, -0.10, -0.10], [1.23, 0.57, 0.04], [-0.96, -1.18, -0.54], [-0.75, 1.63, 0.23], [-1.01, -1.23, 1.91], [3.38, -1.06, -2.22], [-1.79, 0.59, 1.02], [-0.15, 0.07, 0.02], [-0.56, -0.18, -0.22], [0.26, -0.24, 0.02], [-0.20, -0.24, -0.31], [0.17, 0.19, -0.20], [0.14, -0.05, 0.09], [-0.18, 0.26, 0.23], [-0.37, 0.78, 0.14], [0.08, 0.40, 0.19], [0.73, -0.31, -0.41], [0.41, 0.15, 1.06], [-2.07, 0.99, -2.23], [1.48, -0.25, -0.30], [-1.01, -1.61, 0.93], [0.73, 1.14, -0.42], [-0.02, -0.26, 0.58], [0.01, 0.05, 0.22], [-0.19, -0.21, 0.17], [-0.04, 0.30, -0.47], [0.13, 0.15, 0.48], [0.20, 0.04, -0.06], [0.99, 0.47, 0.25], [-0.43, -0.34, -0.32], [-0.06, 0.12, -0.08], [0.25, -0.69, 0.04], [-0.37, -0.06, 0.14]], "lowdin_charge": [-0.10, -0.22, 0.44, -0.22, -0.23, -0.10, -0.21, -0.13, 0.08, 0.08, 0.09, 0.09, 0.09, 0.09, 0.09, 0.09, 0.08, -0.14, -0.22, 0.53, -0.23, -0.24, -0.12, -0.23, -0.18, 0.09, 0.09, 0.09, 0.09, 0.09, 0.09, 0.10, 0.09, 0.09, -0.10, -0.22, 0.47, -0.25, -0.22, -0.16, -0.22, -0.10, 0.09, 0.09, 0.10, 0.09, 0.08, 0.08, 0.08, 0.09, 0.09, 0.03, -0.30, -0.02, -0.03, -0.32, 0.03, -0.01, -0.02, 0.09, 0.12, 0.12, 0.10, 0.11, 0.11, 0.03, -0.35, -0.01, 0.03, -0.31, 0.02, -0.02, -0.02, 0.10, 0.11, 0.11, 0.10, 0.11, 0.11, 0.05, -0.33, -0.02, -0.02, -0.35, 0.03, -0.02, -0.03, 0.10, 0.12, 0.12, 0.11, 0.12, 0.12, 0.07, -0.37, 0.00, -0.02, -0.29, 0.01, 0.00, -0.03, 0.11, 0.11, 0.11, 0.09, 0.11, 0.11, -0.11, -0.17, -0.21, -0.19, -0.18, -0.12, 0.08, 0.08, 0.09, 0.12, 0.11, 0.12, 0.11, 0.08, 0.09, 0.08, -0.10, -0.21, -0.22, -0.17, -0.19, -0.09, 0.09, 0.09, 0.09, 0.12, 0.12, 0.12, 0.11, 0.07, 0.08, 0.09, -0.15, -0.21, -0.14, -0.11, -0.20, -0.17, 0.09, 0.08, 0.08, 0.12, 0.12, 0.11, 0.11, 0.09, 0.09, 0.08, -0.16, -0.18, -0.12, -0.25, -0.16, -0.08, 0.09, 0.08, 0.08, 0.11, 0.12, 0.11, 0.11, 0.09, 0.09, 0.08], "smiles": "COP(=O)(OC)OC.COP(=O)(OC)OC.COP(=O)(OC)OC.Oc1ccc(O)cc1.Oc1ccc(O)cc1.Oc1ccc(O)cc1.Oc1ccc(O)cc1.COCCOC.COCCOC.COCCOC.COCCOC", "energy_ha": -5052.3003}

---

# 2
{"formula": "C5H12N2", "method": "ωB97M-V with the def2-TZVPD basis set", "symbols": ["C", "C", "N", "C", "C", "C", "N", "H", "H", "H", "H", "H", "H", "H", "H", "H", "H", "H", "H"], "coordinates": [[-1.7292, -1.2071, 0.7927], [-0.6494, -0.4156, 1.2981], [-0.0066, -0.5215, 2.5574], [-0.1586, 0.6544, 0.3852], [0.8369, 0.2205, -0.6632], [0.0953, -0.1977, -1.9127], [1.4251, 1.5618, -1.0389], [-2.2001, -2.0335, 1.3681], [-2.2988, -0.6449, 0.1135], [-0.4937, -1.0346, 3.3289], [0.8942, -0.7505, 2.6638], [0.2559, 1.3631, 1.1842], [-1.0090, 1.3449, 0.0117], [1.6064, -0.4785, -0.3140], [-1.0489, -0.1905, -2.0768], [0.2743, 0.4007, -2.8364], [0.3941, -1.3104, -2.0909], [2.3506, 1.6893, -0.7436], [1.4613, 1.5500, -2.0271]], "forces_ev_per_a": [[2.83, 1.46, 3.78], [-3.13, -3.12, -1.21], [-5.07, -0.19, 0.74], [-0.63, 2.15, 3.30], [-0.85, 3.52, -0.51], [-1.25, -3.31, -2.46], [-0.86, -0.79, -0.11], [0.46, 0.66, -0.49], [-0.73, -0.01, -1.31], [0.08, 0.58, -1.54], [4.33, -0.53, -0.37], [0.41, -0.59, -1.50], [1.29, -1.62, -0.07], [-0.44, -0.06, -0.11], [1.49, -0.09, 1.69], [0.92, -0.47, 0.67], [-0.64, 1.89, -0.30], [1.48, 0.13, 0.85], [0.31, 0.38, -1.04]], "nbo_charge": [-0.52, 0.21, -0.83, -0.46, -0.08, -0.64, -0.82, 0.19, 0.19, 0.38, 0.37, 0.22, 0.24, 0.19, 0.23, 0.21, 0.22, 0.35, 0.35], "smiles": "C=C(N)C[C@@H](C)N", "energy_ha": -307.1229}